A molecular structure, C50H55N9Zr. Source: the OMol25 dataset; level of theory: ωB97M-V/def2-TZVPD.

Last column: Mulliken charge in e.
Element x y z (Å)
Zr  0.470  -0.076  -0.045  0.2404
C  -0.193  -6.448  1.187  -0.9491
C  0.440  -5.844  -0.071  -1.3699
C  -0.045  -4.459  -0.359  0.7964
C  -1.077  -4.072  -1.161  0.7070
C  -2.004  -4.933  -1.961  -1.1403
C  -3.286  -5.289  -1.204  -1.0795
C  -1.198  -2.642  -1.023  -0.1846
C  -2.233  -1.881  -1.532  -0.6485
C  -2.470  -0.541  -1.279  -0.2594
C  -3.620  0.178  -1.761  1.0816
C  -4.739  -0.416  -2.559  -1.4487
C  -4.414  -0.528  -4.049  -0.8238
C  -3.480  1.467  -1.349  1.0058
C  -2.256  1.533  -0.595  0.3041
C  -1.755  2.675  -0.013  -1.0239
C  -0.644  2.741  0.812  0.3411
N  0.073  1.638  1.218  -0.3262
C  1.003  2.113  2.120  0.6204
C  1.842  1.300  2.864  -1.1294
C  1.924  -0.074  2.790  0.3651
N  1.276  -0.851  1.846  -0.0271
C  1.681  -2.140  2.096  -0.2614
C  1.343  -3.246  1.326  -0.8782
C  0.458  -3.265  0.274  -0.0689
N  -0.210  -2.151  -0.200  0.0328
C  2.559  -2.186  3.231  0.9337
C  2.723  -0.899  3.653  0.9836
C  3.516  -0.407  4.822  -1.4695
C  2.645  -0.184  6.062  -1.2086
C  3.191  -3.422  3.790  -1.2833
C  4.476  -3.802  3.050  -1.0260
C  0.907  3.538  2.231  0.6854
C  -0.128  3.928  1.423  0.5422
C  -0.626  5.313  1.167  -1.2052
C  -0.056  5.887  -0.133  -0.8263
C  1.727  4.390  3.148  -1.3576
C  1.153  4.430  4.567  -1.1353
N  -1.641  0.292  -0.561  -0.2834
C  -4.425  2.606  -1.560  -1.5186
C  -5.369  2.808  -0.372  -1.3003
H  0.201  -7.446  1.372  0.3961
H  -1.275  -6.526  1.082  0.2146
H  0.006  -5.836  2.068  0.2446
H  0.223  -6.482  -0.929  0.4296
H  1.528  -5.837  0.029  0.4425
H  -1.482  -5.847  -2.248  0.4331
H  -2.259  -4.429  -2.897  0.3393
H  -3.063  -5.866  -0.308  0.2101
H  -3.950  -5.883  -1.830  0.4288
H  -3.825  -4.393  -0.890  0.2549
H  -2.973  -2.402  -2.125  0.5279
H  -5.630  0.199  -2.427  0.4797
H  -4.996  -1.398  -2.155  0.4561
H  -4.206  0.456  -4.472  0.1363
H  -5.246  -0.966  -4.598  0.5380
H  -3.534  -1.155  -4.215  0.1395
H  -2.292  3.597  -0.190  0.5610
H  2.465  1.788  3.603  0.6608
H  1.766  -4.195  1.627  0.5845
H  4.030  0.521  4.556  0.4227
H  4.303  -1.129  5.048  0.4685
H  1.856  0.543  5.863  0.2663
H  3.244  0.182  6.894  0.4259
H  2.166  -1.113  6.371  0.3298
H  2.480  -4.251  3.760  0.4374
H  3.413  -3.263  4.846  0.4678
H  4.288  -3.974  1.987  0.2389
H  4.913  -4.712  3.460  0.4527
H  5.218  -3.007  3.136  0.2193
H  -0.359  5.955  2.007  0.4624
H  -1.717  5.315  1.128  0.4826
H  1.027  6.004  -0.063  0.2957
H  -0.484  6.865  -0.352  0.4466
H  -0.261  5.223  -0.976  -0.0277
H  1.778  5.403  2.744  0.5050
H  2.757  4.025  3.172  0.4143
H  0.142  4.838  4.565  0.3328
H  1.769  5.052  5.215  0.4261
H  1.102  3.431  5.003  0.2288
H  -5.004  2.424  -2.468  0.5129
H  -3.861  3.524  -1.749  0.3917
H  -5.965  1.912  -0.193  0.3343
H  -6.050  3.638  -0.554  0.4485
H  -4.811  3.019  0.542  0.2765
N  -0.720  -0.679  -4.587  0.2120
C  -0.073  -0.960  -3.460  -0.7705
N  0.305  -0.071  -2.585  -0.1779
C  0.059  1.278  -2.867  0.1630
N  0.638  2.208  -2.173  -1.4155
N  1.445  1.602  -1.226  1.2214
C  2.569  2.112  -0.929  -0.8613
C  3.489  1.223  -0.204  1.0195
C  4.735  1.643  0.217  -1.1407
C  5.614  0.697  0.729  -0.4915
C  5.215  -0.625  0.777  -0.9415
C  3.936  -0.958  0.351  -0.3131
N  3.075  -0.061  -0.123  0.0715
C  -0.820  1.625  -3.974  0.7432
C  -1.283  2.925  -4.195  -0.3733
C  -2.080  3.190  -5.286  -1.1221
C  -2.414  2.167  -6.179  -0.3437
C  -1.967  0.877  -5.976  -0.9702
C  -1.178  0.615  -4.861  0.4232
H  -0.939  -1.429  -5.225  0.3562
H  0.153  -2.003  -3.279  0.7283
H  2.881  3.082  -1.308  0.4946
H  5.014  2.684  0.129  0.5311
H  6.602  0.988  1.061  0.4818
H  5.876  -1.402  1.133  0.5111
H  3.593  -1.983  0.387  0.8359
H  -0.995  3.706  -3.504  0.6440
H  -2.440  4.194  -5.463  0.4803
H  -3.030  2.386  -7.040  0.4365
H  -2.230  0.083  -6.664  0.4243

Its max |F| is 0.011 hartree/bohr. As for the net charge: +2. For the orbital gap, the calculation gives 5.8 eV.

A molecular structure, C50H58Cl2F14HfNO34P2S2 at a distorted geometry. Source: the OMol25 dataset; level of theory: ωB97M-V/def2-TZVPD.

Last column: Mulliken charge in e.
Element x y z (Å)
Hf  1.715  -3.160  0.571  2.5307
P  3.328  -2.103  -2.072  1.3131
F  3.049  -3.613  -1.341  -0.7465
F  1.713  -2.110  -2.250  0.0683
F  3.069  -1.647  -0.488  -0.4145
F  3.611  -0.642  -2.518  -0.0495
F  4.862  -2.402  -1.801  -0.4931
F  3.358  -2.744  -3.519  -0.2595
P  0.349  -4.687  2.928  1.4873
F  -1.178  -4.987  3.151  -0.3410
F  0.084  -3.137  2.412  -0.7325
F  0.571  -4.162  4.396  -0.4102
F  1.922  -4.333  2.504  -0.3388
F  0.694  -6.189  3.265  -0.3397
F  0.219  -5.031  1.327  -0.2498
N  0.225  -1.652  0.021  1.0526
S  -1.431  -1.695  0.019  -0.2418
O  -2.125  -1.502  -1.200  -0.1840
O  -1.964  -1.258  1.265  0.1894
F  -1.389  -3.276  0.191  -0.3049
S  0.233  0.038  -0.503  0.2642
O  -0.451  0.945  0.351  -0.1727
O  0.169  0.215  -1.907  -0.2824
F  1.733  0.263  -0.141  -0.3580
Cl  -7.154  -4.071  1.849  -0.2128
C  -6.022  -2.779  2.342  -0.3827
C  -5.362  -2.141  1.151  0.4819
Cl  -4.319  -3.370  0.356  -0.0939
H  -5.252  -3.249  2.952  0.2364
H  -6.586  -2.090  2.965  0.3488
H  -4.659  -1.392  1.501  -0.5968
H  -6.072  -1.759  0.426  0.2649
C  0.067  6.036  6.192  -0.8211
O  0.173  5.148  5.120  -0.2977
C  -0.977  4.350  4.959  -0.7522
C  -0.883  3.628  3.630  0.6001
O  -1.164  4.549  2.600  -0.5319
C  -0.617  4.110  1.379  -0.6614
H  1.008  6.572  6.331  0.2611
H  -0.056  5.532  7.162  0.2997
H  -0.716  6.795  6.092  0.3175
H  -1.898  4.938  5.003  0.4228
H  -1.019  3.571  5.733  0.1747
H  -1.580  2.786  3.679  -0.1390
H  0.125  3.215  3.511  0.1451
H  -1.128  3.211  1.027  -0.0192
H  0.466  3.944  1.450  0.6014
H  -0.705  4.942  0.679  0.4069
C  5.128  -3.863  0.708  -0.9743
O  3.964  -3.266  1.345  -0.1696
C  4.405  -2.621  2.541  -0.8104
C  3.229  -2.167  3.369  -1.2269
O  2.175  -1.802  2.480  2.2352
C  1.386  -0.759  3.123  -1.4579
H  5.458  -4.671  1.362  0.4300
H  5.933  -3.138  0.622  0.2163
H  4.854  -4.242  -0.266  0.2332
H  5.106  -1.805  2.361  0.3016
H  4.968  -3.345  3.141  0.6348
H  3.644  -1.323  3.919  0.5674
H  2.890  -2.965  4.024  0.3863
H  0.475  -0.561  2.567  -0.2155
H  1.967  0.163  3.115  0.5536
H  1.196  -1.039  4.157  0.5836
C  1.524  5.514  -2.408  -0.6983
O  2.335  5.180  -1.305  -0.4862
C  2.329  3.806  -1.036  0.5243
C  3.008  2.931  -2.077  0.6797
O  4.351  3.354  -2.275  -0.4399
C  5.119  2.319  -2.813  -0.3531
H  2.085  5.345  -3.338  0.2705
H  1.357  6.593  -2.446  0.3076
H  0.555  5.009  -2.420  0.2337
H  1.332  3.401  -0.812  -0.0771
H  2.895  3.682  -0.111  -0.3026
H  2.441  2.903  -3.014  0.5311
H  3.054  1.904  -1.689  -0.6141
H  6.077  2.718  -3.145  0.4198
H  4.592  1.834  -3.646  0.2984
H  5.375  1.447  -2.195  -0.1279
C  6.733  1.824  0.017  -0.6009
C  5.803  0.960  0.417  0.3802
C  4.591  1.427  1.167  0.4265
O  3.656  0.701  1.437  0.0284
C  4.578  2.828  1.615  -1.5818
C  5.660  3.593  1.412  0.4357
C  6.830  3.175  0.573  0.3327
O  7.810  3.857  0.425  -0.5985
O  5.696  4.865  1.808  -0.5433
O  5.812  -0.359  0.143  -0.1154
H  7.642  1.505  -0.483  0.4474
H  3.737  3.175  2.196  0.5823
H  6.461  5.299  1.395  0.3542
H  6.610  -0.605  -0.341  0.3027
C  3.228  -1.139  -6.114  -0.7402
C  3.190  -2.359  -6.649  0.4872
C  1.899  -3.124  -6.730  0.5573
O  1.780  -4.198  -7.268  -0.6510
C  0.790  -2.478  -6.006  -0.4222
C  0.876  -1.288  -5.410  0.2593
C  2.121  -0.442  -5.456  0.5788
O  2.180  0.695  -5.056  -0.6278
O  -0.177  -0.793  -4.727  -0.3685
O  4.277  -2.982  -7.107  -0.5730
H  4.214  -0.694  -6.024  0.3385
H  -0.165  -2.986  -5.946  0.5877
H  0.180  -0.102  -4.143  0.1603
H  4.018  -3.852  -7.452  0.3443
C  -6.936  0.718  -4.853  -0.9103
C  -6.882  0.222  -3.613  0.2043
C  -5.627  -0.291  -2.966  0.6916
O  -5.598  -0.673  -1.815  -0.4815
C  -4.454  -0.286  -3.828  -0.7025
C  -4.479  0.243  -5.055  0.3523
C  -5.723  0.801  -5.682  0.7091
O  -5.641  1.371  -6.746  -0.5987
O  -3.372  0.356  -5.788  -0.4894
O  -7.923  0.375  -2.786  -0.5844
H  -7.796  1.236  -5.253  0.4513
H  -3.478  -0.535  -3.429  0.6245
H  -3.525  1.002  -6.496  0.3489
H  -7.678  0.146  -1.877  0.3493
C  1.235  -5.254  -3.191  -0.4476
C  0.987  -6.094  -4.216  0.2023
C  -0.351  -6.780  -4.392  0.4151
O  -0.502  -7.492  -5.351  -0.5564
C  -1.381  -6.350  -3.451  -0.7969
C  -1.105  -5.461  -2.483  0.4657
C  0.285  -5.004  -2.147  -0.3221
O  0.607  -4.435  -1.099  -0.7091
O  -2.030  -4.993  -1.634  -0.0770
O  1.901  -6.349  -5.116  -0.5067
H  2.147  -4.672  -3.209  0.1249
H  -2.377  -6.772  -3.480  0.5525
H  -2.897  -5.305  -1.933  0.2637
H  1.480  -6.828  -5.857  0.3805
C  -3.458  4.108  -0.652  -1.0806
C  -3.893  4.931  0.306  0.3802
C  -4.348  4.440  1.648  0.6417
O  -4.672  5.214  2.518  -0.6261
C  -4.357  2.980  1.800  -0.7488
C  -3.974  2.163  0.810  0.0907
C  -3.472  2.671  -0.515  0.9322
O  -3.205  1.896  -1.412  -0.3572
O  -4.018  0.819  0.894  -0.0474
O  -3.903  6.251  0.105  -0.5879
H  -3.115  4.581  -1.564  0.4940
H  -4.712  2.638  2.765  0.6889
H  -3.691  0.599  -0.009  -0.3066
H  -4.095  6.650  0.975  0.3460
C  -4.659  0.048  5.661  -0.7053
C  -3.605  -0.057  4.839  0.1147
C  -2.233  0.455  5.189  0.5901
O  -1.276  0.464  4.433  -0.0815
C  -2.109  1.023  6.530  -0.9144
C  -3.136  0.988  7.394  0.0751
C  -4.521  0.539  7.007  0.6372
O  -5.410  0.628  7.822  -0.6037
O  -3.055  1.560  8.586  -0.5574
O  -3.714  -0.778  3.722  -0.0593
H  -5.582  -0.424  5.348  0.5213
H  -1.176  1.379  6.947  0.5941
H  -3.930  1.597  9.007  0.3751
H  -2.844  -0.905  3.307  -0.0329

Its max |F| is 0.117 hartree/bohr. As for the net charge: +1. For the orbital gap, the calculation gives 5.6 eV.

11 unconnected molecules or ions with the total composition C50H60Br6O at a distorted geometry. Source: the OMol25 dataset; level of theory: ωB97M-V/def2-TZVPD.

Last column: Mulliken charge in e.
Element x y z (Å)
Br  0.543  -1.971  1.973  -0.0407
C  1.892  -1.737  3.399  -0.7184
C  2.825  -0.605  3.061  -0.4040
Br  3.937  -1.007  1.476  -0.0910
H  2.402  -2.698  3.457  0.4740
H  1.389  -1.675  4.362  0.4536
H  3.440  -0.355  3.923  0.4888
H  2.300  0.298  2.762  -0.0900
Br  1.186  0.675  -2.530  -0.1281
C  0.700  1.179  -0.695  -0.6011
C  -0.559  0.461  -0.268  -0.2204
Br  -1.222  1.094  1.453  0.1631
H  0.433  2.234  -0.753  0.4596
H  1.560  1.129  -0.032  0.2127
H  -0.472  -0.623  -0.257  -0.3535
H  -1.325  0.643  -1.022  0.4472
Br  6.261  2.212  1.223  -0.1544
C  4.500  3.027  1.606  -0.1393
C  3.961  3.591  0.310  -0.3438
Br  2.216  4.401  0.671  -0.1396
H  4.706  3.852  2.281  0.4014
H  3.869  2.272  2.059  -0.1323
H  3.859  2.813  -0.447  0.0814
H  4.595  4.356  -0.127  0.4613
C  -3.981  -0.631  -0.511  -0.4931
C  -4.778  0.419  -0.090  0.1475
C  -5.375  1.278  -0.999  -0.7303
C  -5.192  1.036  -2.351  -0.4020
C  -4.392  -0.022  -2.795  -0.2778
C  -3.746  -0.824  -1.873  -0.1947
H  -3.439  -1.247  0.195  0.1410
H  -4.796  0.586  0.984  0.2984
H  -5.963  2.112  -0.640  0.4264
H  -5.631  1.719  -3.070  0.3626
H  -4.254  -0.211  -3.852  0.2288
H  -3.101  -1.614  -2.242  0.4681
C  -4.211  -1.703  3.243  -0.5445
C  -3.242  -0.751  3.517  -0.1582
C  -3.628  0.470  4.076  -0.4788
C  -4.958  0.650  4.448  -0.5840
C  -5.927  -0.309  4.199  -0.5011
C  -5.528  -1.496  3.590  -0.4782
H  -3.954  -2.670  2.825  0.4088
H  -2.202  -0.861  3.244  0.5893
H  -2.941  1.286  4.260  0.4816
H  -5.263  1.583  4.910  0.4965
H  -6.945  -0.147  4.523  0.4161
H  -6.280  -2.228  3.318  0.3763
C  -1.333  -5.880  -2.028  -0.5697
C  -0.448  -4.888  -1.619  -0.2773
C  -0.861  -3.888  -0.751  0.8221
C  -2.127  -3.944  -0.191  -0.2959
C  -3.009  -4.943  -0.584  -0.4461
C  -2.629  -5.891  -1.516  -0.5619
H  -1.040  -6.637  -2.743  0.4071
H  0.512  -4.847  -2.124  0.3747
H  -0.196  -3.120  -0.383  -0.6852
H  -2.395  -3.211  0.559  0.2468
H  -4.006  -5.015  -0.165  0.3677
H  -3.252  -6.710  -1.854  0.3885
C  1.212  3.406  4.103  -0.1068
C  2.394  3.775  4.717  -0.5835
C  2.972  2.953  5.680  -0.4598
C  2.351  1.761  6.028  -0.5922
C  1.187  1.368  5.383  -0.6114
C  0.588  2.227  4.466  -0.1639
H  0.762  4.027  3.340  0.4919
H  2.877  4.713  4.471  0.4402
H  3.851  3.304  6.206  0.4065
H  2.765  1.111  6.790  0.4242
H  0.720  0.452  5.727  0.5272
H  -0.363  1.941  4.037  0.1861
C  -1.104  -1.738  -4.720  0.1334
C  -1.051  -0.441  -5.211  -0.1938
C  -1.995  -0.018  -6.137  -0.7681
C  -3.076  -0.850  -6.425  -0.4054
C  -3.164  -2.132  -5.884  -0.4867
C  -2.146  -2.585  -5.042  -0.3894
H  -0.289  -2.042  -4.072  0.2249
H  -0.239  0.252  -5.019  0.3600
H  -1.935  0.894  -6.717  0.3682
H  -3.830  -0.466  -7.101  0.3892
H  -3.962  -2.755  -6.267  0.3740
H  -2.209  -3.543  -4.542  0.3997
C  3.864  -2.632  -3.160  -0.7916
C  4.926  -3.371  -2.666  -0.5017
C  4.957  -3.875  -1.371  -0.5573
C  3.827  -3.663  -0.590  -0.7244
C  2.722  -2.950  -1.069  -0.4171
C  2.743  -2.436  -2.352  0.9376
H  3.885  -2.152  -4.128  0.4751
H  5.794  -3.545  -3.297  0.3557
H  5.792  -4.436  -0.980  0.4396
H  3.799  -4.055  0.420  0.4186
H  1.871  -2.902  -0.405  0.5134
H  1.885  -1.910  -2.748  -0.0050
C  4.446  1.046  -3.459  0.1031
C  5.682  0.798  -2.855  -0.6049
C  6.524  1.884  -2.620  -0.2713
C  6.227  3.153  -3.107  -0.7502
C  5.006  3.375  -3.707  -0.2262
C  4.096  2.326  -3.845  -0.4837
H  3.767  0.237  -3.684  0.2751
H  5.985  -0.194  -2.550  0.3911
H  7.420  1.651  -2.056  0.4336
H  6.934  3.918  -2.810  0.3705
H  4.724  4.388  -3.969  0.3694
H  3.105  2.565  -4.206  0.3823
C  -2.182  4.151  2.657  -0.9534
C  -3.642  3.860  2.385  0.3046
O  -4.365  4.169  3.577  -0.6085
H  -1.843  3.644  3.560  0.0862
H  -2.118  5.220  2.883  0.5198
H  -1.559  3.961  1.788  0.2377
H  -3.832  2.826  2.083  -0.2419
H  -3.987  4.506  1.572  0.3753
H  -5.255  3.814  3.508  0.3279

The structure (SMILES) is c1ccccc1.c1ccccc1.c1ccccc1.c1ccccc1.c1ccccc1.c1ccccc1.c1ccccc1.BrCCBr.BrCCBr.BrCCBr.CCO. Its max |F| is 0.028 hartree/bohr. For the orbital gap, the calculation gives 9.5 eV.

Calculated HOMO level in order - -11.86; -10.93; -9.13 eV
Calculated DFT total energy in order - -67428.469; -228539.313; -475125.536 eV